Record 1
Formula: C31H29N11S2Sn
Source: the OMol25 dataset
Level of theory: wB97M-V/def2-TZVPD

Net charge   +2
E_HOMO   -13.01 eV
HOMO-LUMO gap   7.7 eV

Element x y z (Å)
1 Sn 0.39 0.77 0.69
2 N 2.65 -3.63 1.71
3 C 2.25 -2.36 1.81
4 N 1.13 -1.90 1.36
5 C 0.26 -2.77 0.71
6 N -0.94 -2.41 0.41
7 N -1.29 -1.12 0.71
8 C -2.43 -0.99 1.27
9 C -2.98 0.29 1.68
10 C -4.25 0.33 2.25
11 C -4.78 1.54 2.66
12 C -4.02 2.68 2.49
13 C -2.76 2.55 1.93
14 N -2.24 1.40 1.54
15 C 0.68 -4.15 0.45
16 C -0.10 -5.07 -0.25
17 C 0.30 -6.38 -0.34
18 C 1.49 -6.80 0.25
19 C 2.29 -5.90 0.93
20 C 1.89 -4.57 1.02
21 H 3.50 -3.93 2.16
22 H 2.91 -1.68 2.33
23 H -3.02 -1.88 1.49
24 H -4.81 -0.59 2.38
25 H -5.77 1.59 3.11
26 H -4.39 3.65 2.79
27 H -2.13 3.43 1.80
28 H -1.03 -4.74 -0.68
29 H -0.32 -7.10 -0.86
30 H 1.79 -7.84 0.19
31 H 3.21 -6.22 1.40
32 S 7.21 0.82 -3.62
33 N 6.73 1.86 -2.49
34 C 5.54 1.47 -2.09
35 C 4.74 2.10 -1.06
36 C 5.16 3.23 -0.36
37 C 4.36 3.72 0.65
38 C 3.17 3.05 0.93
39 N 2.74 2.00 0.25
40 C 3.50 1.52 -0.74
41 C 2.99 0.35 -1.47
42 N 1.75 -0.10 -1.20
43 C 1.28 -1.15 -1.87
44 C 2.03 -1.85 -2.81
45 C 3.30 -1.41 -3.10
46 C 3.79 -0.28 -2.45
47 C 5.08 0.29 -2.75
48 N 5.94 -0.16 -3.63
49 H 6.10 3.68 -0.62
50 H 4.64 4.59 1.22
51 H 2.54 3.37 1.76
52 H 0.26 -1.44 -1.66
53 H 1.60 -2.71 -3.30
54 H 3.93 -1.90 -3.83
55 C 0.58 6.43 1.08
56 C -0.67 5.90 0.39
57 N -0.40 4.55 -0.13
58 C -1.08 3.79 -0.99
59 S -0.43 2.23 -1.39
60 N -2.20 4.12 -1.60
61 C -2.88 5.42 -1.74
62 C -2.24 6.29 -2.82
63 H 0.43 7.48 1.34
64 H 1.44 6.37 0.41
65 H 0.79 5.88 1.99
66 H -0.93 6.57 -0.43
67 H -1.50 5.86 1.10
68 H 0.43 4.12 0.23
69 H -2.52 3.41 -2.24
70 H -2.90 5.93 -0.78
71 H -3.91 5.20 -2.00
72 H -1.19 6.48 -2.60
73 H -2.76 7.24 -2.90
74 H -2.30 5.78 -3.78

***

Record 2
Formula: C31H29N3O4PS3SbTeW
Source: the OMol25 dataset
Level of theory: wB97M-V/def2-TZVPD

Net charge   -1
E_HOMO (alpha / beta)   -4.38 / -4.34 eV
Expectation value of S²   0.8779
Spin multiplicity   2
HOMO-LUMO gap (alpha / beta)   6.6 / 5.5 eV
Energy relative to the best compared isomer or geometry (same formula, charge and spin)   0.0 kcal/mol

Element x y z (Å)
1 W 0.45 -0.82 -1.15
2 O 0.11 -1.57 0.68
3 N -0.80 -2.55 -1.54
4 C -0.83 -3.77 -0.99
5 C -1.63 -4.76 -1.51
6 C -2.39 -4.48 -2.65
7 C -2.35 -3.23 -3.22
8 C -1.54 -2.25 -2.62
9 S -1.28 -0.61 -3.04
10 H -0.21 -3.90 -0.11
11 H -1.64 -5.73 -1.05
12 H -3.01 -5.25 -3.09
13 H -2.92 -2.97 -4.10
14 S 1.73 0.90 -2.53
15 C 2.74 -0.49 -2.41
16 S 1.87 -1.99 -2.64
17 C 4.04 -0.47 -1.97
18 C 4.71 0.76 -1.66
19 N 5.25 1.74 -1.41
20 C 4.75 -1.69 -1.72
21 N 5.32 -2.67 -1.51
22 C 5.03 -1.35 2.34
23 C 4.04 -0.27 1.95
24 O 2.74 -0.59 2.46
25 P 1.54 -1.11 1.42
26 O 1.75 -0.05 0.28
27 Te 0.05 -0.92 3.36
28 O 2.34 -2.42 0.93
29 C 2.27 -3.64 1.67
30 C 2.96 -4.70 0.84
31 H 6.05 -1.03 2.09
32 H 4.82 -2.27 1.80
33 H 4.99 -1.54 3.41
34 H 4.00 -0.15 0.87
35 H 4.31 0.70 2.38
36 H 1.23 -3.90 1.87
37 H 2.78 -3.50 2.63
38 H 2.44 -4.83 -0.12
39 H 2.96 -5.66 1.37
40 H 3.99 -4.41 0.62
41 C -4.61 -0.11 2.87
42 C -4.19 1.22 2.91
43 C -3.23 1.67 2.01
44 C -2.68 0.79 1.08
45 C -3.10 -0.54 1.05
46 C -4.06 -0.99 1.95
47 Sb -1.16 1.34 -0.30
48 C -0.37 3.02 0.73
49 C 0.14 2.84 2.01
50 C 0.69 3.92 2.69
51 C 0.74 5.17 2.09
52 C 0.25 5.35 0.81
53 C -0.31 4.27 0.13
54 C -2.22 2.42 -1.75
55 C -3.53 2.85 -1.54
56 C -4.18 3.60 -2.51
57 C -3.54 3.92 -3.70
58 C -2.23 3.49 -3.91
59 C -1.58 2.74 -2.94
60 H -5.35 -0.46 3.58
61 H -4.61 1.90 3.64
62 H -2.89 2.69 2.06
63 H -2.64 -1.23 0.36
64 H -4.37 -2.02 1.93
65 H 0.12 1.87 2.48
66 H 1.09 3.78 3.69
67 H 1.18 6.01 2.62
68 H 0.29 6.32 0.33
69 H -0.70 4.42 -0.88
70 H -4.04 2.60 -0.62
71 H -5.20 3.92 -2.34
72 H -4.05 4.50 -4.45
73 H -1.73 3.73 -4.84
74 H -0.57 2.40 -3.13

***

Record 3
Formula: C31H29N6O2RhSb
Source: the OMol25 dataset
Level of theory: wB97M-V/def2-TZVPD

Net charge   +1
E_HOMO (alpha / beta)   -9.98 / -11.08 eV
Expectation value of S²   6.0623
Spin multiplicity   5
HOMO-LUMO gap (alpha / beta)   7.7 / 6.8 eV

Element x y z (Å)
1 Rh -1.57 -0.24 0.33
2 C 2.30 -2.44 -1.69
3 C 1.43 -2.57 -0.48
4 C 1.63 -3.56 0.48
5 C 0.76 -3.66 1.55
6 C -0.31 -2.77 1.65
7 C -0.43 -1.80 0.67
8 N 0.41 -1.71 -0.35
9 Sb -3.92 -1.66 1.99
10 C -3.81 -2.01 -0.14
11 C -4.72 -2.84 -0.76
12 C -4.61 -3.06 -2.13
13 C -3.59 -2.44 -2.82
14 C -2.70 -1.61 -2.15
15 C -1.58 -0.94 -2.89
16 N -2.81 -1.42 -0.83
17 C -4.07 0.48 1.78
18 C -4.90 1.18 2.64
19 C -5.06 2.54 2.46
20 C -4.41 3.15 1.41
21 C -3.58 2.41 0.58
22 C -2.92 3.02 -0.62
23 N -3.39 1.09 0.79
24 H 3.35 -2.60 -1.44
25 H 2.17 -1.45 -2.13
26 H 2.02 -3.19 -2.43
27 H 2.47 -4.24 0.38
28 H 0.90 -4.43 2.30
29 H -1.03 -2.87 2.46
30 H -5.51 -3.30 -0.19
31 H -5.31 -3.70 -2.64
32 H -3.48 -2.58 -3.89
33 H -1.91 -0.65 -3.89
34 H -0.74 -1.64 -3.00
35 H -1.20 -0.07 -2.37
36 H -5.42 0.66 3.44
37 H -5.70 3.11 3.12
38 H -4.55 4.21 1.20
39 H -3.15 4.09 -0.68
40 H -3.28 2.54 -1.52
41 H -1.85 2.88 -0.59
42 C -0.23 2.90 3.17
43 C -0.05 2.08 1.92
44 N -0.53 0.82 1.83
45 O -0.79 0.32 3.07
46 C 0.64 2.59 0.85
47 C 1.20 3.96 0.74
48 N 0.87 1.75 -0.28
49 O -0.11 1.53 -1.09
50 H -0.80 2.35 3.92
51 H -0.77 3.81 2.93
52 H 0.73 3.17 3.61
53 H -1.03 -0.61 2.89
54 H 1.12 4.52 1.67
55 H 0.69 4.52 -0.04
56 H 2.26 3.91 0.45
57 N 9.41 -1.77 -1.68
58 C 8.36 -1.32 -1.51
59 C 7.05 -0.77 -1.29
60 C 6.57 -0.61 0.00
61 C 5.30 -0.09 0.20
62 C 4.51 0.28 -0.89
63 C 5.01 0.12 -2.19
64 C 6.27 -0.40 -2.39
65 C 3.20 0.79 -0.68
66 C 2.09 1.22 -0.50
67 H 7.18 -0.90 0.84
68 H 4.91 0.03 1.21
69 H 4.40 0.42 -3.03
70 H 6.66 -0.52 -3.39